Entry A
Molecular formula: CH7N2S
Method: DFT, wB97M-V/def2-TZVPD

Structure (XYZ):
```
11
Properties=species:S:1:pos:R:3:lowdin_charge:R:1
S -1.92979 -1.70066 -1.89493 -0.266
H -1.88428 -0.60769 -2.67644 -0.460
N 0.90709 -0.56363 -0.38248 -0.036
C 0.05938 0.20878 0.47104 -0.434
N 0.89347 1.11172 1.32709 -0.039
H 0.30770 -1.08664 -1.03730 -0.063
H 1.46266 -1.18576 0.19526 0.048
H -0.61406 -0.31280 1.16481 0.091
H -0.60474 0.80554 -0.16236 0.086
H 0.37099 1.34475 2.16638 0.033
H 1.03158 1.98640 0.82892 0.039
```

As for the charge: -1. For the HOMO energy, the calculation gives -2.73 eV.


Entry B
Molecular formula: CH7N2S
Method: DFT, wB97M-V/def2-TZVPD

Structure (XYZ):
```
11
Properties=species:S:1:pos:R:3:lowdin_charge:R:1
S 0.27795 -1.79828 -0.95954 -0.118
H -0.66809 -2.52564 -0.55351 -0.517
N 0.64470 1.58626 -0.26858 -0.061
C -0.37000 1.73934 0.70999 -0.471
N -0.68729 0.44339 1.41231 -0.091
H 0.29335 0.67670 -0.87763 0.029
H 1.38809 1.38757 0.34122 0.018
H -1.11573 2.37383 0.27692 0.069
H -0.10420 2.41443 1.55509 0.080
H 0.01902 -0.29612 1.00666 -0.023
H -1.74153 0.09808 1.33787 0.085
```

As for the charge: -1. For the HOMO energy, the calculation gives -2.93 eV.


Entry C
Molecular formula: CH7N2S
Method: DFT, wB97M-V/def2-TZVPD

Structure (XYZ):
```
11
Properties=species:S:1:pos:R:3:lowdin_charge:R:1
S 1.44212 -0.76613 -2.24913 -0.235
H 1.11160 0.52442 -2.07128 -0.440
N 0.82999 -0.13044 1.03646 -0.029
C -0.46429 0.44474 0.85300 -0.435
N -1.28228 0.03487 -0.27873 -0.037
H 1.26756 -0.43952 0.16435 -0.071
H 0.69190 -0.97156 1.58889 0.045
H -0.43109 1.53893 0.86140 0.088
H -1.10560 0.20354 1.70711 0.083
H -1.11800 -0.93623 -0.50042 0.028
H -0.94190 0.49736 -1.11165 0.004
```

As for the charge: -1. For the HOMO energy, the calculation gives -2.88 eV.


Entry D
Molecular formula: CH7N2S
Method: DFT, wB97M-V/def2-TZVPD

Structure (XYZ):
```
11
Properties=species:S:1:pos:R:3:lowdin_charge:R:1
S -2.29889 -0.24564 -0.25632 -0.279
H -2.57734 -1.15943 -1.23510 -0.454
N 1.00113 0.05859 -0.82456 -0.015
C 1.54623 0.71597 0.20149 -0.519
N 1.97080 -0.05871 1.27602 0.001
H 1.66786 -0.47452 -1.42273 0.088
H 0.05906 -0.24324 -0.69334 -0.097
H 2.40818 1.35407 -0.13368 0.111
H 0.90588 1.47030 0.67696 0.106
H 1.45537 -0.78079 1.59535 0.016
H 2.78238 -0.53120 0.94457 0.041
```

As for the charge: -1. For the HOMO energy, the calculation gives -2.68 eV.


Short version: entry B is the least stable of them.


Entry A
Molecular formula: C2H2NO2S
Method: DFT, wB97M-V/def2-TZVPD

Structure (XYZ):
```
8
Properties=species:S:1:pos:R:3:lowdin_charge:R:1
C 1.00868 -0.45431 -0.92118 -0.439
C -2.44504 0.69992 -0.16599 -0.112
N -3.52211 0.36542 0.00440 0.007
O 0.23696 2.07668 -0.38748 -0.639
O 2.23531 0.30472 -0.61508 -0.506
S 0.97699 0.88095 0.21208 0.722
H -1.35054 0.72545 -0.43230 0.011
H 0.86326 -1.39957 -0.33028 -0.044
```

As for the charge: -1. For the HOMO energy, the calculation gives -3.29 eV.


Entry B
Molecular formula: C2H2NO2S
Method: DFT, wB97M-V/def2-TZVPD

Structure (XYZ):
```
8
Properties=species:S:1:pos:R:3:lowdin_charge:R:1
O 2.20493 -0.59560 -0.59921 -0.528
S 0.92896 -0.73437 -1.35416 0.600
O 1.19907 -1.24059 -2.74915 -0.534
C -0.57858 -1.48752 -0.19080 -0.311
C -0.63665 -0.43422 0.68635 -0.383
N -1.64585 -0.39482 -0.09400 0.036
H 0.60121 0.82272 -1.60561 0.040
H -0.33325 0.06463 1.56250 0.078
```

As for the SMILES: O=[S@@H]([O-])=c1cn1. As for the charge: -1. For the HOMO energy, the calculation gives -3.54 eV.


Short version: entry B is the least stable of them.


Entry A
Molecular formula: C5H10N2O2S
Method: DFT, wB97M-V/def2-TZVPD

Structure (XYZ):
```
20
Properties=species:S:1:pos:R:3:lowdin_charge:R:1
C 1.16497 1.57104 -0.07139 -0.254
C -0.28895 1.26152 0.28433 -0.418
C -0.38588 0.49815 1.60296 -0.044
C -1.13385 0.60219 -0.79907 -0.102
C 1.07174 -2.43221 0.04725 -0.226
N 0.84819 -1.04328 0.09894 -0.424
N 0.59386 0.26517 2.47156 -0.375
O 0.53257 -0.13029 3.60853 -0.002
O 1.92066 0.38297 1.99355 -0.280
S 2.00606 -0.02097 0.25908 1.110
H 1.29245 1.91467 -1.14769 0.126
H 1.38354 2.28955 0.64239 0.069
H -0.79291 2.16637 0.53354 0.124
H -1.46476 0.28288 2.07146 0.187
H -1.36228 1.34101 -1.63725 0.091
H -2.15274 0.29590 -0.40875 0.091
H -0.81788 -0.31939 -1.36302 0.077
H 0.44549 -2.91191 0.78180 0.068
H 0.80331 -2.76397 -1.08197 0.114
H 2.07193 -2.91515 0.09590 0.067
```

For the HOMO energy (spin up / spin down), the calculation gives -8.11 / -8.11 eV.


Entry B
Molecular formula: C5H10N2O2S
Method: DFT, wB97M-V/def2-TZVPD

Structure (XYZ):
```
20
Properties=species:S:1:pos:R:3:lowdin_charge:R:1
C 1.02844 1.87437 0.11062 -0.039
C 1.33361 0.41752 0.79888 -0.169
C 1.45537 -0.57808 -0.23412 -0.128
N 0.81580 -1.68583 -0.15684 -0.340
O 0.15041 -2.18409 0.82693 -0.063
O 1.01951 -2.62403 -1.17442 0.025
H -0.08688 1.90174 -0.09361 0.058
H 1.38897 2.62129 0.89312 0.091
H 1.56579 2.01055 -0.71925 0.007
H 0.57918 -0.01114 1.39658 0.065
H 2.29350 0.59464 1.35267 0.129
H 1.99405 -0.54791 -1.16334 0.140
H 0.74780 -2.24742 -2.03185 0.073
C -2.32119 0.22097 0.98149 -0.314
S -2.69249 0.72135 -0.75247 0.873
C -1.58557 -0.16746 -1.59060 -0.641
N -0.72469 -0.76343 -2.11595 0.126
H -1.30116 -0.20311 0.89305 0.008
H -3.13471 -0.48687 1.18574 0.039
H -2.52572 1.13693 1.59339 0.060
```

As for the SMILES: CC/C=[N+](\[O-])O.CSC#N. For the HOMO energy, the calculation gives -8.64 eV.


Entry C
Molecular formula: C5H10N2O2S
Method: DFT, wB97M-V/def2-TZVPD

Structure (XYZ):
```
20
Properties=species:S:1:pos:R:3:lowdin_charge:R:1
C 1.37854 1.86055 -1.64101 -0.085
N 1.99214 0.50633 -1.76550 -0.018
C 1.66336 -0.62234 -0.97607 -0.509
O 2.28395 -1.62588 -0.98875 0.138
O 0.45750 -0.17674 -0.33823 -0.160
N -0.31102 -1.34782 -0.00618 0.078
C -1.33029 -1.05974 0.65377 -0.700
C -2.32814 -2.28440 0.83616 -0.082
S -1.94437 0.50210 1.06593 0.885
C -0.36743 1.22434 1.72300 -0.381
H 1.49760 2.20627 -2.79081 0.126
H 1.89003 2.37279 -0.81851 0.069
H 0.24603 1.61669 -1.40903 0.107
H 2.98551 0.52142 -1.90330 0.116
H -2.53580 -2.44993 1.95061 0.089
H -3.27249 -2.03126 0.38132 0.044
H -2.01322 -3.26375 0.31719 0.101
H -0.57262 1.64871 2.81344 0.069
H 0.01306 2.10689 1.02851 0.064
H 0.26766 0.29578 1.86744 0.049
```

As for the SMILES: CNC(=O)O/N=C(/C)SC. For the HOMO energy, the calculation gives -9.24 eV.


Short version: entry A is the least stable of them.


Entry A
Molecular formula: CH4ClN2O
Method: DFT, wB97M-V/def2-TZVPD

Structure (XYZ):
```
9
Properties=species:S:1:pos:R:3:lowdin_charge:R:1
C -1.98751 -0.20403 -0.64916 -0.369
N 1.49213 0.30562 0.38873 -0.125
N -1.31353 -0.24490 0.34526 0.146
O -2.44017 -0.12901 -1.67130 0.288
Cl 2.04055 -0.30320 -1.30918 0.629
H 2.00485 -0.14865 1.12549 0.112
H 1.54937 1.36249 0.33910 0.151
H 0.41330 0.07975 0.33142 0.058
H -1.75898 -0.71807 1.09965 0.109
```

As for the charge: +1. For the HOMO energy, the calculation gives -15.85 eV.


Entry B
Molecular formula: CH4ClN2O
Method: DFT, wB97M-V/def2-TZVPD

Structure (XYZ):
```
9
Properties=species:S:1:pos:R:3:lowdin_charge:R:1
C -0.64768 0.04883 0.98830 0.007
N 1.80832 -1.61966 -2.73340 -0.335
N 0.39037 -0.23653 0.02733 0.012
O 0.70597 -1.38935 0.03485 -0.133
Cl 2.28576 -2.07201 -1.35196 1.023
H -0.71769 -0.73858 1.66069 0.087
H -1.52839 0.44019 0.39529 0.157
H -0.38440 1.01036 1.30361 0.091
H 1.93120 -0.57834 -2.99804 0.090
```

As for the charge: +1. For the HOMO energy (spin up / spin down), the calculation gives -15.58 / -15.02 eV.


Short version: entry B is the least stable of them.